[1]
Molecular formula: C55H60Br2ClGeN3O3PReSe
Method: DFT, the ωB97M-V functional and the def2-TZVPD basis

Each line ends with the Mulliken charge.
Geometry (Å):
Re1 -0.1859 0.6160 0.1578  -0.14
Br1 2.7646 3.2084 -3.1922  -0.10
C1 2.2883 1.3789 -3.1852  0.01
C2 2.8298 0.4962 -4.1188  -0.24
C3 2.5166 -0.8446 -4.1124  -0.08
Br2 3.2982 -1.9921 -5.3992  -0.15
C4 1.6182 -1.3746 -3.1575  0.85
C5 1.2110 -2.7197 -3.0654  -1.47
C6 0.3068 -3.0812 -2.0945  -1.20
C7 -0.1665 -2.1190 -1.1994  -0.28
N1 0.2034 -0.8514 -1.2478  1.26
C8 1.0748 -0.4681 -2.2153  -1.21
C9 1.3975 0.9227 -2.2070  1.13
O1 0.8535 1.6774 -1.2994  -0.42
H1 3.5075 0.8821 -4.8634  0.56
H2 1.6080 -3.4536 -3.7506  0.56
H3 -0.0482 -4.0974 -2.0151  0.68
H4 -0.8851 -2.3910 -0.4375  0.30
C10 0.9142 3.6072 4.0126  -1.51
C11 1.1076 2.5727 2.9098  -0.36
P1 -0.3610 2.3698 1.8295  1.60
C12 -0.4652 4.0115 0.9568  -0.60
C13 -1.7942 4.7453 1.0673  -1.15
C14 -1.7479 2.3063 3.0436  -1.48
C15 -2.9952 1.6355 2.4934  -0.58
H5 1.8544 3.7713 4.5327  0.46
H6 0.1872 3.2621 4.7410  0.30
H7 0.5786 4.5633 3.6212  0.31
H8 1.3136 1.6013 3.3607  -0.10
H9 1.9446 2.8446 2.2582  0.62
H10 -0.2436 3.8041 -0.0965  0.25
H11 0.3349 4.6442 1.3455  0.71
H12 -2.6035 4.1460 0.6546  0.07
H13 -1.7380 5.6746 0.5082  0.44
H14 -2.0235 5.0003 2.0973  0.36
H15 -1.9650 3.3175 3.3830  0.87
H16 -1.3807 1.7274 3.8900  0.63
H17 -3.4481 2.2416 1.7128  -0.28
H18 -3.7229 1.4819 3.2859  0.56
H19 -2.7323 0.6605 2.0736  0.03
Cl1 2.0386 -6.5844 2.9872  -0.09
C16 0.7715 -5.3395 2.8321  1.52
C17 -0.8286 -4.6500 1.5804  -0.36
C18 -1.2276 -3.3079 2.0490  -0.55
C19 -0.5715 -2.6375 3.0144  -1.28
C20 0.2195 -3.2403 4.0792  -0.77
C21 0.7903 -4.4453 4.0217  -1.33
C22 -0.3992 -1.1712 2.8002  0.40
O2 -0.5866 -0.2529 3.5476  -0.54
O3 0.1327 -1.0233 1.5840  0.27
H20 -1.3636 -4.9240 0.6709  0.72
H21 -1.9275 -2.7622 1.4259  0.82
H22 0.2981 -2.6436 4.9781  0.45
H23 1.2646 -4.8578 4.8977  0.60
C23 -7.5291 2.8383 0.7918  -1.38
C24 -6.2000 3.2148 0.1513  -0.44
C25 -5.7183 2.2229 -0.9070  0.18
C26 -5.3730 0.8452 -0.3269  -0.78
N2 -4.6233 0.0551 -1.2795  0.50
C27 -3.3570 0.2975 -1.6720  -0.78
Se1 -2.2293 1.6148 -0.8725  -0.19
N3 -3.0433 -0.4983 -2.7128  2.01
C28 -1.9250 -0.3124 -3.6083  -0.72
C29 -2.3630 0.0922 -5.0219  -0.73
C30 -2.8270 1.5407 -5.1821  -0.77
C31 -4.1497 1.8579 -4.4928  -0.73
C32 -4.1088 -1.3418 -2.9493  0.84
C33 -4.2755 -2.4067 -3.8281  -0.89
C34 -5.4847 -3.0708 -3.7947  -0.91
C35 -6.5064 -2.6855 -2.9225  -0.74
C36 -6.3489 -1.6370 -2.0395  -1.12
C37 -5.1268 -0.9720 -2.0494  0.69
H24 -7.8508 3.6325 1.4591  0.42
H25 -7.4494 1.9233 1.3724  0.32
H26 -8.2967 2.7073 0.0345  0.33
H27 -5.4372 3.3201 0.9244  0.04
H28 -6.3067 4.1850 -0.3344  0.50
H29 -4.8109 2.6296 -1.3677  0.01
H30 -6.4783 2.1145 -1.6818  0.41
H31 -6.2799 0.2984 -0.0721  0.55
H32 -4.7677 0.9703 0.5725  -0.44
H33 -1.3612 -1.2482 -3.6622  -0.18
H34 -1.2884 0.4706 -3.1865  0.03
H35 -3.1587 -0.5724 -5.3584  0.41
H36 -1.5019 -0.0688 -5.6727  0.51
H37 -2.9433 1.7170 -6.2519  0.46
H38 -2.0550 2.2203 -4.8182  0.32
H39 -4.8851 1.0800 -4.6870  0.24
H40 -4.5463 2.7952 -4.8706  0.50
H41 -4.0173 1.9680 -3.4179  -0.01
H42 -3.4940 -2.7125 -4.5034  0.52
H43 -5.6453 -3.9068 -4.4571  0.48
H44 -7.4372 -3.2299 -2.9382  0.46
H45 -7.1447 -1.3553 -1.3701  0.52
C38 5.5728 -1.6886 -1.1652  -0.95
C39 4.6198 -0.7027 -0.9724  -0.53
C40 3.4156 -1.0091 -0.3619  0.01
C41 3.1378 -2.3106 0.0346  1.72
C42 4.0999 -3.2972 -0.1622  -0.99
C43 5.3108 -2.9846 -0.7568  -1.00
Ge1 1.7596 -2.7415 1.4589  1.03
C44 2.7707 -1.8693 2.9692  1.33
C45 2.9081 -0.4880 2.9186  -0.36
C46 3.7186 0.1709 3.8245  -0.90
C47 4.4220 -0.5520 4.7728  -0.89
C48 4.3145 -1.9321 4.8046  -0.76
C49 3.4875 -2.5939 3.9113  -0.35
C50 0.7250 -4.6419 1.4592  1.32
C51 1.2141 -5.4587 0.3219  -1.63
C52 0.8069 -6.7021 0.0478  -0.70
C53 -0.1471 -7.4976 0.7896  -0.82
C54 -0.8003 -7.1368 1.8978  -1.22
C55 -0.6872 -5.8206 2.5814  -0.11
H46 6.5260 -1.4413 -1.6066  0.48
H47 4.8275 0.3157 -1.2627  0.58
H48 2.7069 -0.2127 -0.1650  -0.33
H49 3.9270 -4.3072 0.1832  0.49
H50 6.0591 -3.7527 -0.8747  0.50
H51 2.3762 0.0773 2.1634  0.18
H52 3.8061 1.2458 3.7818  0.56
H53 5.0576 -0.0387 5.4779  0.42
H54 4.8785 -2.4991 5.5281  0.47
H55 3.4077 -3.6716 3.9425  0.50
H56 1.9494 -4.9907 -0.3202  0.36
H57 1.2404 -7.1877 -0.8146  0.49
H58 -0.3251 -8.4886 0.3982  0.44
H59 -1.4697 -7.8440 2.3605  0.49
H60 -1.3234 -5.7738 3.4656  0.67

Results
- ΔE to the lowest compared entry with this formula, charge and spin: 3.962 eV
- Total charge: +2
- HOMO level (alpha / beta): -12.61 / -12.61 eV
- E_LUMO (alpha / beta): -0.2414 / -0.2410 hartree

=====

[2]
Molecular formula: C55H61CrN5O6PSSb
Method: DFT, the ωB97M-V functional and the def2-TZVPD basis

Each line ends with the Mulliken spin population.
Geometry (Å):
Cr1 0.4449 0.2841 0.0352  3.19
N1 -2.3240 -5.8249 6.3214  0.00
C1 -2.0863 -4.4952 5.9438  0.00
C2 -3.1508 -3.6216 5.7234  0.00
C3 -2.9183 -2.2993 5.3831  0.00
C4 -1.6170 -1.8344 5.2548  0.00
C5 -0.5517 -2.6892 5.5006  0.00
C6 -0.7823 -4.0133 5.8361  0.00
S1 -1.2667 -0.1450 4.8056  0.00
O1 -0.0099 0.1437 5.4519  0.00
O2 -2.4057 0.6583 5.1751  0.00
N2 -0.9526 -0.1511 3.2256  0.05
C7 -1.8381 -0.5212 2.3243  0.06
N3 -3.0680 -0.9993 2.6817  0.00
C8 -3.9263 -1.3157 1.7472  0.00
C9 -3.6450 -1.2057 0.3891  0.00
C10 -2.3713 -0.7862 0.0843  0.10
N4 -1.4515 -0.4450 0.9955  -0.19
H1 -3.2037 -6.1934 5.9945  0.00
H2 -1.5639 -6.4529 6.1103  0.00
H3 -4.1680 -3.9847 5.8230  0.00
H4 -3.7344 -1.6142 5.2103  0.00
H5 0.4580 -2.3087 5.4166  0.00
H6 0.0532 -4.6808 6.0161  0.00
H7 -4.8906 -1.6881 2.0890  0.00
H8 -4.3556 -1.4607 -0.3831  0.00
H9 -2.0616 -0.7264 -0.9494  0.00
C11 0.9854 3.8648 -1.9408  0.00
C12 0.5181 4.0342 -0.4983  0.00
C13 -0.1693 5.3792 -0.2739  0.00
P1 -0.4118 2.5904 0.2112  -0.02
C14 -2.2169 2.7234 -0.1750  -0.01
C15 -2.3946 2.7814 -1.6957  0.00
C16 -3.0641 3.7783 0.5340  0.00
C17 -0.0645 2.7601 1.9664  0.03
C18 -0.6271 3.7016 2.8307  0.01
C19 -0.1717 3.8726 4.1241  0.01
C20 -0.8408 4.8250 5.0780  0.00
C21 0.9131 3.0905 4.5265  0.00
C22 1.4941 2.1617 3.6956  0.01
C23 1.0026 1.9364 2.3977  -0.07
N5 1.5170 0.9575 1.5722  -0.02
C24 2.8301 0.4941 1.8792  0.05
C25 3.9261 1.3189 1.6030  0.01
C26 3.7145 2.6827 1.0083  0.00
C27 5.2141 0.8675 1.8672  0.00
C28 5.4517 -0.3941 2.3914  0.00
C29 6.8538 -0.8870 2.6346  0.00
C30 4.3545 -1.2019 2.6612  0.00
C31 3.0519 -0.7823 2.4196  -0.05
C32 1.9014 -1.6918 2.7347  0.04
H10 1.5764 4.7382 -2.2300  0.00
H11 0.1545 3.7816 -2.6417  0.00
H12 1.6070 2.9814 -2.0648  0.01
H13 1.4066 4.0092 0.1401  0.01
H14 -1.0512 5.4887 -0.9077  0.00
H15 0.5194 6.1873 -0.5319  0.00
H16 -0.4669 5.5122 0.7666  0.00
H17 -2.5838 1.7505 0.1584  0.01
H18 -2.1062 3.7568 -2.0908  0.00
H19 -3.4449 2.6205 -1.9489  0.00
H20 -1.8031 2.0179 -2.2052  0.00
H21 -2.7052 4.7924 0.3558  0.00
H22 -3.0995 3.6027 1.6083  0.00
H23 -4.0885 3.7183 0.1563  0.00
H24 -1.4463 4.3225 2.4877  0.00
H25 -1.5018 5.5126 4.5476  0.00
H26 -0.1098 5.4197 5.6297  0.00
H27 -1.4435 4.2820 5.8101  0.00
H28 1.2844 3.1844 5.5413  0.00
H29 2.2962 1.5380 4.0667  0.00
H30 3.1688 2.6004 0.0656  0.00
H31 4.6703 3.1671 0.8072  0.00
H32 3.1345 3.3225 1.6789  0.00
H33 6.0534 1.5198 1.6459  0.00
H34 7.5496 -0.0552 2.7503  0.00
H35 7.2051 -1.4976 1.7988  0.00
H36 6.9054 -1.5020 3.5344  0.00
H37 4.5118 -2.1901 3.0848  0.00
H38 2.2273 -2.5347 3.3479  0.00
H39 1.4710 -2.0959 1.8135  0.02
H40 1.1063 -1.1485 3.2405  -0.02
O3 3.3183 0.3254 -1.5568  -0.02
C33 2.3605 -0.1599 -1.0623  0.07
O4 1.9395 -1.0700 -0.3355  -0.22
C34 0.6866 0.4169 -2.1715  -0.02
O5 1.0700 0.9198 -3.1813  -0.04
O6 -0.3164 -0.2298 -1.7729  -0.06
C35 -3.4246 -4.8406 -1.3024  0.00
C36 -2.5843 -5.3873 -2.4275  0.00
C37 -3.1554 -6.2504 -3.3576  0.00
C38 -2.4021 -6.8086 -4.3803  0.00
C39 -1.0528 -6.5116 -4.4769  0.00
C40 -0.4717 -5.6492 -3.5548  0.00
C41 -1.2213 -5.0734 -2.5335  0.00
Sb1 -0.3762 -3.7529 -1.0455  0.03
C42 1.6060 -3.6748 -1.8667  0.00
C43 1.6477 -3.1326 -3.1543  0.00
C44 2.8467 -2.8363 -3.7803  0.00
C45 4.0366 -3.0782 -3.1097  0.00
C46 4.0048 -3.5885 -1.8242  0.00
C47 2.8031 -3.8759 -1.1752  0.00
C48 2.8725 -4.3219 0.2620  -0.01
C49 -0.2370 -5.3697 0.3788  0.00
C50 0.2773 -6.6047 -0.0132  0.00
C51 0.3529 -7.6662 0.8750  0.00
C52 -0.1016 -7.4969 2.1765  0.00
C53 -0.6220 -6.2759 2.5717  0.00
C54 -0.6973 -5.1966 1.6879  0.00
C55 -1.2940 -3.9046 2.1765  0.00
H41 -4.4625 -5.1590 -1.3997  0.00
H42 -3.4020 -3.7483 -1.2731  0.00
H43 -3.0554 -5.1933 -0.3343  0.00
H44 -4.2094 -6.4924 -3.2742  0.00
H45 -2.8690 -7.4764 -5.0938  0.00
H46 -0.4494 -6.9475 -5.2638  0.00
H47 0.5852 -5.4260 -3.6361  0.00
H48 0.7208 -2.9178 -3.6784  0.00
H49 2.8489 -2.3966 -4.7694  0.00
H50 4.9845 -2.8343 -3.5724  0.00
H51 4.9333 -3.7293 -1.2814  0.00
H52 3.6330 -3.7450 0.7909  0.00
H53 3.1306 -5.3815 0.3386  0.00
H54 1.9301 -4.1819 0.7867  0.00
H55 0.6239 -6.7385 -1.0322  0.00
H56 0.7617 -8.6167 0.5549  0.00
H57 -0.0477 -8.3170 2.8827  0.00
H58 -0.9735 -6.1360 3.5884  0.00
H59 -2.3574 -3.8478 1.9246  0.00
H60 -0.8108 -3.0318 1.7373  0.01
H61 -1.2126 -3.8213 3.2585  0.00

Results
- ΔE to the lowest compared entry with this formula, charge and spin: 1.884 eV
- Multiplicity: 4
- Total charge: -1
- HOMO level (alpha / beta): -4.41 / -4.67 eV
- E_LUMO (alpha / beta): 0.0830 / 0.0844 hartree